C25H32I2N5OPRbS as an isolated structure, computed with the ωB97M-V functional and the def2-TZVPD basis.

```
68
Properties=species:S:1:pos:R:3:mulliken_charge:R:1
Rb -0.738 0.054 0.348 0.862
N -4.173 -2.678 -1.075 -0.455
C -2.904 -2.229 -1.371 0.330
S -1.595 -3.136 -0.814 -0.542
N -2.836 -1.209 -2.186 -1.132
N -1.860 -0.339 -2.196 0.837
C -1.554 0.224 -3.320 -1.171
C -0.620 1.300 -3.413 1.082
C -0.349 1.860 -4.681 -0.807
C 0.518 2.919 -4.789 -0.286
C 1.112 3.417 -3.632 -0.664
C 0.810 2.795 -2.430 -0.241
N -0.014 1.771 -2.308 -0.009
H -4.262 -3.663 -0.873 0.226
H -4.921 -2.258 -1.606 0.221
H -2.028 -0.100 -4.253 0.261
H -0.839 1.445 -5.549 0.340
H 0.718 3.370 -5.752 0.425
H 1.784 4.261 -3.671 0.376
H 1.269 3.142 -1.509 0.377
I -4.299 2.311 3.787 -0.030
C -2.573 1.293 4.477 -0.523
C -2.421 1.012 5.815 -0.345
C -1.313 0.316 6.244 -0.233
I -1.131 -0.079 8.331 -0.054
C -0.339 -0.136 5.348 1.342
C 0.804 -0.884 5.694 -0.709
C 1.666 -1.308 4.719 -0.835
C 1.388 -0.977 3.389 -0.600
N 0.356 -0.256 3.033 -0.233
C -0.504 0.170 3.963 -0.335
C -1.637 0.949 3.476 0.619
O -1.760 1.271 2.277 -0.775
H -3.168 1.341 6.525 0.324
H 0.992 -1.134 6.729 0.167
H 2.544 -1.887 4.961 0.432
H 2.023 -1.313 2.581 0.723
C 4.890 -0.706 1.978 -1.711
C 4.344 -1.896 1.189 0.666
C 5.484 -2.813 0.750 -1.676
P 3.073 -1.243 -0.056 0.279
C 4.024 -0.103 -1.234 0.692
C 3.126 0.135 -2.445 -1.595
C 5.452 -0.411 -1.680 -1.610
C 2.609 -2.748 -1.081 0.709
C 3.620 -3.445 -1.989 -1.440
C 1.951 -3.755 -0.139 -1.581
H 5.428 -1.053 2.863 0.474
H 4.078 -0.057 2.302 0.375
H 5.577 -0.123 1.368 0.320
H 3.714 -2.478 1.877 0.372
H 6.031 -2.412 -0.094 0.217
H 5.119 -3.802 0.490 0.320
H 6.183 -2.933 1.579 0.511
H 4.055 0.836 -0.659 0.374
H 3.109 -0.734 -3.098 0.192
H 3.483 0.983 -3.029 0.552
H 2.106 0.345 -2.124 0.296
H 5.556 -1.407 -2.101 0.203
H 6.153 -0.308 -0.856 0.318
H 5.739 0.304 -2.452 0.501
H 1.812 -2.343 -1.718 0.356
H 4.408 -3.932 -1.425 0.160
H 4.075 -2.762 -2.699 0.294
H 3.098 -4.214 -2.558 0.482
H 2.683 -4.228 0.514 0.250
H 1.449 -4.529 -0.716 0.481
H 1.193 -3.261 0.470 0.256
```

Summary:
- total charge = -1
- HOMO-LUMO gap (Eh) = 0.237
- total energy (hartree) = -2679.97380
- strongest force on any atom (eV/Å) = 1.85
- relative energy (zero: lowest compared OMol25 entry of this formula, charge and spin) (kcal per mole) = 21.39
- highest occupied orbital energy (eV) = -4.31